Record 1
Entry from the OMol25 dataset: one molecule with the formula C5H13NO2 (ωB97M-V with the def2-TZVPD basis set).

Properties
Relative energy (zero: lowest compared OMol25 entry of this formula, charge and spin) = 69.8 kcal per mole
HOMO-LUMO gap = 9.69 eV
E_LUMO = 0.8955 eV
HOMO = -8.790 eV

Element x y z (Å)
C 1.2720 -0.7124 -0.6101
H -0.8307 -1.2405 -1.2759
C -1.0822 0.2347 1.7036
C -0.7034 1.4893 0.7827
H 0.8766 2.5555 -0.1704
H 1.5075 1.4447 0.9864
C 0.1779 -1.6239 -1.1755
O -2.4576 -0.2020 1.3772
N 1.2619 0.7259 -0.8563
H 0.7440 -1.4621 -3.0509
H 2.1754 -1.0898 -1.1134
C 0.6891 1.5395 0.2343
H 0.9633 1.1025 -1.7355
H -1.0333 2.3004 1.4136
H -2.7746 -0.7219 2.1247
H -0.5442 -0.6424 1.2121
H -1.3236 1.3468 -0.1191
H 0.0798 -2.4893 -0.5345
O 0.6203 -2.1847 -2.4247
H -0.8475 0.4276 2.7453
H 1.2295 -0.7978 0.4864

Forces on the atoms, in the same order (eV/Å):
C -0.4 0.4 -0.6
H -0.1 0.7 0.0
C 0.4 -1.4 -3.9
C -1.8 -2.8 0.3
H -0.4 -0.2 0.5
H -0.9 0.1 0.3
C 0.5 -0.6 -0.6
O 0.6 1.2 1.1
N -1.4 0.0 1.1
H -0.1 -0.1 0.0
H 0.0 -0.3 0.9
C 3.3 1.6 0.1
H -0.2 -0.6 -0.6
H 0.3 1.0 -0.6
H 0.0 0.0 -0.1
H 0.1 1.1 1.6
H -0.4 0.5 0.5
H 0.1 -0.3 0.3
O -0.3 0.2 -0.1
H -0.3 -0.3 0.1
H 0.8 -0.2 -0.4



Record 2
Entry from the OMol25 dataset: a 2-piece molecular cluster, C6H15NO overall (ωB97M-V with the def2-TZVPD basis set).

Properties
2S+1 = 2
Relative energy (zero: lowest compared OMol25 entry of this formula, charge and spin) = 81.9 kcal per mole
HOMO-LUMO gap (alpha / beta) = 8.94 / 3.39 eV
E_LUMO (alpha / beta) = -4.5706 / -10.1239 eV
Net charge = +1
HOMO (alpha / beta) = -13.510 / -13.509 eV

Element x y z (Å)
H -2.6757 0.2311 -0.7986
C 1.5619 -1.5487 2.7751
H 1.1678 -1.2693 0.6647
H 1.4373 1.8455 -2.4365
H -3.1308 1.1639 -2.2700
C 1.8909 -0.8202 1.3606
H -1.2994 2.8653 -1.7806
H 2.8085 -1.0304 1.0544
C 0.0914 -2.1285 2.8112
C -1.1762 1.7877 -1.6934
C -0.4362 1.0178 -2.8204
H 2.3244 -2.4015 2.9225
H -0.1476 -2.2871 3.8936
H -2.9826 2.0976 -0.7596
H -0.7301 1.7842 -0.7612
H 1.8220 0.2617 1.4794
H 1.6034 -0.8794 3.6266
O -0.9661 0.1761 -3.5553
H -0.6734 -1.4423 2.3439
N 0.8853 1.2664 -2.9946
H -0.1354 -2.9817 2.1050
C -2.6258 1.2813 -1.2944
H 1.3863 1.0106 -3.8721

Forces on the atoms, in the same order (eV/Å):
H 0.3 2.1 -0.5
C -0.1 -1.2 -1.6
H 0.2 0.6 -0.1
H 0.7 1.4 1.7
H -0.4 0.2 0.7
C -4.3 -0.3 3.1
H 0.4 0.1 -1.3
H 4.1 -1.0 -1.3
C -0.2 0.4 -0.8
C -1.9 -1.0 -0.5
C -1.1 1.5 2.3
H -1.2 1.3 -0.1
H -0.2 -0.4 -1.2
H -1.2 0.9 1.2
H 2.2 -0.6 1.7
H -0.4 0.0 -0.2
H 0.5 0.2 -0.1
O 0.2 -0.1 -0.5
H 0.9 0.2 1.0
N -0.1 -1.1 -2.7
H 0.9 0.2 1.3
C 1.6 -2.9 -2.7
H -0.7 -0.4 0.6



Record 3
Entry from the OMol25 dataset: an isolated ion of composition C3H4N3O3S and charge -1 (ωB97M-V with the def2-TZVPD basis set).

Properties
Relative energy (zero: lowest compared OMol25 entry of this formula, charge and spin) = 86.1 kcal per mole
HOMO-LUMO gap = 8.93 eV
E_LUMO = 3.8769 eV
Net charge = -1
HOMO = -5.057 eV

Element x y z (Å)
O -3.0865 -0.5699 0.1073
N -0.7286 0.0072 0.7441
H 1.0016 1.9821 -0.1093
O -1.7350 0.9617 -1.2658
H 1.2161 0.7976 1.2313
H 1.8850 0.2388 -1.5216
S -2.2483 0.6058 0.0364
C 1.1359 0.9066 0.2781
C 1.5664 -1.4441 -0.1713
N -0.5730 -1.2082 0.6031
C 1.6129 -0.0801 -0.5661
H 2.1154 -2.0103 -0.7585
O -2.6829 1.7375 0.8168
N 0.5209 -1.9247 0.5755

Forces on the atoms, in the same order (eV/Å):
O -0.2 0.4 -0.1
N 1.3 0.1 0.3
H 0.1 -1.9 0.6
O 0.0 0.1 -0.3
H 0.5 -0.5 5.7
H 0.6 0.0 -1.6
S -0.8 -0.6 -0.6
C -0.9 1.9 -6.0
C -3.7 4.8 2.0
N -0.8 0.1 0.0
C -0.5 -0.2 2.0
H 2.5 -3.8 -2.0
O 0.4 -0.1 0.5
N 1.6 -0.3 -0.5



Record 4
Entry from the OMol25 dataset: C29H31B3N4O25Pb as an isolated structure (ωB97M-V with the def2-TZVPD basis set).

Properties
HOMO-LUMO gap = 5.76 eV
E_LUMO = 2.8749 eV
Net charge = -2
HOMO = -2.887 eV

Element x y z (Å)
O -0.2051 3.5874 1.0981
C 4.1075 -6.3409 -2.8464
O -2.6165 0.4763 -0.3984
O -5.4228 -0.0023 -0.6917
C -5.0250 5.1715 1.5667
O -0.1255 7.1082 3.9138
O -4.9193 2.9974 2.2887
C -3.3251 -1.6090 -4.5519
C -1.4505 6.4711 1.9919
H 3.8980 -3.6721 -2.5434
H 4.1427 -2.9284 0.8473
H -4.3404 -1.3806 -4.2276
C 4.6477 1.9365 1.9474
O -1.3308 1.2173 2.9568
O -5.0637 6.4319 1.6840
O 0.2583 1.8187 -0.2021
O -3.6046 3.2248 5.9651
H 3.9927 -7.4137 -3.0013
H 2.8707 -3.1277 -0.2009
H -0.6846 2.2807 -4.2818
N 2.2700 -0.5093 -0.2681
H -3.2840 -2.3175 -6.6344
C -0.0187 -0.4407 3.8949
H 0.8108 -4.8430 2.1956
C -0.2303 6.4105 2.9290
C 3.5421 1.2466 2.5574
H 5.4755 1.2389 1.8201
C -5.3061 4.1744 2.7350
H 2.8684 -0.8908 2.6444
O -0.3786 0.4597 -3.5775
N -0.1888 -2.7369 0.1603
H -3.9792 -3.4520 -5.5800
H 4.1603 -4.2621 -0.3581
O -5.5159 2.1037 0.1322
H 3.2492 -5.2163 2.0544
H 2.1587 -5.7461 -2.0605
O -1.4185 4.8678 5.2948
C -1.3477 3.6614 5.1202
H 4.2475 2.3788 1.0351
O -2.3236 1.6070 5.1444
H 4.5136 -0.6697 2.0310
C -3.4685 1.3181 -0.0427
O 0.6405 5.5971 2.3347
H -1.3695 -3.9484 -4.6733
O 2.2315 3.4831 -1.3270
H 3.2511 -3.7862 -4.0981
C 2.7462 -4.6212 1.2922
C 0.5294 -3.3229 0.9179
N -2.2464 -2.1272 -2.2140
C -2.6086 2.7945 5.3931
H 4.6379 -6.0342 -1.9449
C -0.5174 1.2770 -4.6726
C 2.9964 -4.0011 -3.0603
O -5.6434 4.3634 3.8978
C -1.8046 -3.4892 -5.5609
O -0.8394 -0.3331 1.5459
B 0.1116 5.0507 1.0945
C 3.5179 -0.2282 2.0724
N 0.8405 -2.6414 -2.5518
O 0.7777 -1.3936 3.8899
C 1.3952 3.9007 -0.5545
C 1.4102 -4.0021 1.8467
H -2.7549 -0.7683 -4.9469
H -0.9726 -2.8099 -5.7469
C 3.5662 -3.7293 0.3843
H 1.6274 -3.2928 2.6453
C -3.1799 -2.7121 -5.6237
C 2.8051 -5.5087 -2.9054
O -0.2344 0.3912 4.8675
C 2.8317 -0.4040 0.7592
H -1.6832 -4.2674 -6.3143
H 3.7366 1.1243 3.6229
C 1.7876 -3.2553 -2.8382
B -4.6424 3.0375 0.8169
C -2.7632 -1.8772 -3.2380
O -1.1314 5.8745 0.8203
H 2.3605 -5.4063 0.6419
O -0.4548 2.8788 4.5689
C 0.4355 2.9426 0.1856
O 1.1022 5.1716 -0.0014
H 2.6497 1.8722 2.5758
O -3.2638 2.5235 0.4524
O -2.4226 7.1534 2.2268
C -4.9507 1.0656 -0.2301
H 2.2367 -5.9930 -3.6994
H 5.0131 2.7404 2.5864
Pb -0.3994 -0.5287 -1.1492
C -0.7533 0.1078 2.6984
H 0.3283 1.4593 -5.3357
H -1.4663 1.0958 -5.1775
H 4.7600 -6.0208 -3.6587
B -1.0354 1.5158 4.3971
O -4.8291 4.4520 0.4463

Forces on the atoms, in the same order (eV/Å):
O -0.3 0.0 1.0
C 0.1 1.5 -0.2
O -1.8 2.2 0.7
O 0.9 3.1 1.2
C -1.1 4.7 0.6
O 0.7 -1.3 -1.3
O 0.2 -0.9 -1.2
C 0.3 -0.1 0.1
C -0.9 1.6 -0.4
H -0.5 0.3 0.6
H 0.4 -0.4 0.4
H -0.4 0.4 -1.0
C 1.4 1.6 -0.8
O 0.3 1.0 2.3
O 0.0 -5.4 -1.0
O 0.1 -0.7 0.5
O 1.4 -0.9 -1.2
H -0.3 0.1 0.6
H -0.3 -0.1 -0.2
H -0.1 0.9 -0.1
N 1.7 0.1 2.9
H 0.2 0.5 0.2
C 2.5 -1.7 -0.3
H 0.1 0.1 0.6
C -0.7 0.9 0.5
C -0.9 -2.0 2.5
H 0.2 0.3 -0.5
C 0.6 0.4 2.5
H 0.2 0.2 0.9
O 0.5 -1.6 0.7
N 3.4 -3.5 3.9
H -0.1 0.0 0.4
H 0.2 -0.2 0.4
O -3.6 2.8 0.7
H 0.2 0.6 0.3
H 0.3 0.3 0.5
O 1.6 -2.2 -0.3
C -3.1 2.5 0.0
H 0.8 0.0 -0.5
O 1.1 -4.5 -1.5
H 0.0 0.2 0.0
C 3.1 -1.7 -0.9
O 0.7 -0.4 0.9
H -1.3 0.0 0.8
O -1.0 1.9 0.9
H 0.1 -0.1 -0.3
C -1.5 -0.5 -1.0
C -2.9 3.0 -4.0
N -1.7 0.6 -2.7
C -1.8 4.5 3.2
H 0.2 -0.7 0.2
C -0.8 1.0 2.1
C 0.7 -0.9 -1.6
O 0.2 0.3 -2.7
C 0.7 0.7 -0.5
O 1.2 -0.8 2.2
B -0.6 0.7 -1.0
C -2.2 0.0 -1.2
N 1.8 -1.4 -0.9
O -1.8 1.7 0.1
C 0.0 0.8 1.4
C 1.0 -0.4 0.4
H -0.3 0.5 0.4
H -0.1 0.5 -0.4
C -0.3 1.0 -0.2
H -0.3 -0.1 0.3
C 0.9 -1.8 0.7
C -0.3 -1.8 0.0
O 0.5 -0.1 0.7
C -0.7 0.3 -2.7
H -0.5 0.1 -0.3
H 0.1 0.0 0.3
C -1.9 1.7 1.6
B 0.7 1.2 1.1
C 2.4 -1.3 2.5
O 0.4 -0.8 1.3
H 0.1 -0.3 -0.3
O 1.3 -1.0 -0.3
C -0.3 0.9 -1.2
O 1.4 -2.2 -1.8
H -0.5 -0.7 -0.6
O -0.8 -1.1 0.0
O 1.1 -1.1 -0.6
C 0.8 -5.7 -2.1
H -0.2 0.7 -0.5
H -0.1 0.2 -0.1
Pb -0.4 1.8 -1.4
C -1.1 -0.7 -4.9
H 0.4 -0.8 -0.5
H -0.1 -0.4 -1.0
H 0.1 0.1 -0.2
B -1.7 1.7 0.2
O 0.2 0.1 0.7



Number 1: maximum force 0.0810 Eh/bohr. Number 2: maximum force 0.1042 Eh/bohr. Number 3: maximum force 0.1241 Eh/bohr. Number 4: maximum force 0.1213 Eh/bohr.